ORCA calculation (wB97M-V/def2-TZVPD) on a cluster of 7 separate species, C39H74N7O8 in total.

Last column: Mulliken spin population.
Atoms and positions in Å:
C 4.83595 -1.10295 1.78192  0.00
C 4.60599 -0.45347 0.29485  0.00
C 3.19898 0.36449 0.09973  0.01
C 2.15341 -0.70526 -0.64575  0.00
C 3.37131 1.77707 -0.77941  -0.03
C 1.86034 2.35162 -1.16977  0.01
C 0.79161 2.32193 0.07005  0.00
O 1.04951 2.54755 1.36081  0.00
C -0.81450 2.02817 -0.29435  0.00
C -1.93039 2.97949 0.50989  0.00
C -3.57880 2.78698 0.29837  0.00
C -4.02663 1.59513 -0.75450  0.00
C -2.93486 0.67516 -1.56830  0.00
C -1.31543 0.87660 -1.35540  0.00
C 4.14452 1.49328 -2.17804  0.04
C 5.58446 2.21407 -2.40120  0.00
C 6.77087 1.06157 -2.33163  0.02
C 5.58982 2.69416 -4.00845  0.00
N 5.85991 3.46354 -1.62557  0.35
O 5.46645 4.59056 -2.24308  0.58
C 5.52256 3.41496 -0.16875  0.00
C 6.67355 2.66832 0.78392  0.02
C 5.55549 5.00800 0.34997  0.00
C 4.04006 2.86506 0.22830  0.04
H 5.19949 -0.33008 2.59325  0.00
H 3.91202 -1.75860 2.14459  0.00
H 5.73135 -1.88367 1.66647  0.00
H 5.57210 0.14750 0.02356  0.00
H 4.57027 -1.37188 -0.46667  0.00
H 2.77626 0.58564 1.19254  0.00
H 2.43859 -1.79223 -0.26100  0.00
H 2.27817 -0.71941 -1.80970  0.00
H 1.05307 -0.51422 -0.28025  0.00
H 2.00166 3.41625 -1.67156  0.00
H 1.46820 1.62891 -2.03286  0.00
H -1.57722 3.80961 1.29287  0.00
H -4.37563 3.44828 0.86530  0.00
H -5.18757 1.42147 -0.89422  0.00
H -3.26689 -0.18200 -2.30741  0.00
H -0.49375 0.25394 -1.90880  0.00
H 3.42441 1.83624 -3.06624  0.00
H 4.30796 0.32586 -2.36711  -0.01
H 6.44059 0.06501 -2.88417  0.00
H 7.66509 1.49396 -2.99225  0.00
H 7.18401 0.85394 -1.26016  0.00
H 5.57254 1.67169 -4.62470  0.00
H 4.57665 3.24004 -4.29474  0.00
H 6.54972 3.32705 -4.27759  0.00
H 7.65151 2.42051 0.18139  -0.01
H 6.23014 1.73134 1.36788  0.00
H 7.01464 3.42152 1.64531  0.00
H 4.60660 5.60426 0.00370  0.00
H 6.57571 5.45026 -0.01675  0.00
H 5.56733 5.06622 1.53826  0.00
H 3.31985 3.81609 0.25953  0.00
H 4.04189 2.45080 1.33988  0.00
C -8.30223 1.59408 -2.37343  0.00
C -7.92944 0.39333 -1.54971  0.00
O -7.09111 0.45174 -0.65208  0.00
N -8.55052 -0.79014 -1.81993  0.00
C -9.55280 -1.06698 -2.82124  0.00
H -7.72256 2.45927 -2.03833  0.00
H -8.07301 1.41202 -3.42670  0.00
H -9.36428 1.82034 -2.24714  0.00
H -8.24479 -1.54946 -1.22234  0.00
H -10.44490 -1.44114 -2.31278  0.00
H -9.16473 -1.84596 -3.48229  0.00
H -9.81047 -0.18492 -3.40864  0.00
C 2.57423 -0.31651 5.72761  0.00
C 3.13526 0.76289 4.84475  0.00
O 4.13349 0.58474 4.14924  0.00
N 2.50461 1.97174 4.82672  0.00
C 1.33097 2.38022 5.56125  0.00
H 3.18569 -1.21868 5.63246  0.00
H 2.59417 0.00539 6.77215  0.00
H 1.55286 -0.55798 5.42168  0.00
H 2.94321 2.64404 4.20802  0.00
H 0.56810 2.68246 4.83940  0.00
H 1.60044 3.24101 6.17834  0.00
H 0.93821 1.58493 6.19585  0.00
C -11.53357 -2.44186 2.36067  0.00
C -10.48522 -1.65743 1.62247  0.00
O -10.72617 -1.07990 0.56402  0.00
N -9.23274 -1.59475 2.15794  0.00
C -8.74970 -2.19599 3.37819  0.00
H -12.47707 -2.39736 1.80869  0.00
H -11.23033 -3.48900 2.44201  0.00
H -11.69375 -2.01230 3.35310  0.00
H -8.58532 -1.04833 1.60168  0.00
H -8.38046 -1.39706 4.02607  0.00
H -7.92101 -2.86115 3.12284  0.00
H -9.52341 -2.76060 3.89980  0.00
C 8.96163 -3.53404 1.96130  0.00
C 7.96207 -3.69062 3.07290  0.00
O 6.79696 -4.02211 2.86175  0.00
N 8.37765 -3.45372 4.34982  0.00
C 9.68925 -3.05913 4.80572  0.00
H 8.47978 -3.75697 1.00475  0.00
H 9.33016 -2.50529 1.93064  0.00
H 9.79060 -4.23281 2.10129  0.00
H 7.64634 -3.58051 5.03994  0.00
H 10.04828 -3.82011 5.50313  0.00
H 9.59184 -2.10736 5.33395  0.00
H 10.40059 -2.95050 3.98618  0.00
C 6.23007 -6.35671 0.74005  0.00
C 5.72428 -5.31463 -0.21784  0.00
O 6.33448 -4.26761 -0.42595  0.00
N 4.54996 -5.55446 -0.86810  0.00
C 3.68939 -6.70889 -0.76548  0.00
H 7.17446 -6.02036 1.17807  0.00
H 5.50853 -6.50525 1.54776  0.00
H 6.41024 -7.29630 0.21110  0.00
H 4.27800 -4.80575 -1.49470  0.00
H 3.59887 -7.15303 -1.75992  0.00
H 2.70486 -6.36881 -0.43470  0.00
H 4.07200 -7.45366 -0.06662  0.00
C -10.83150 3.18764 -5.51807  0.00
C -11.40018 1.85680 -5.11214  0.00
O -10.82703 1.11762 -4.31400  0.00
N -12.59029 1.47294 -5.65588  0.00
C -13.41454 2.18752 -6.60131  0.00
H -9.88145 3.35034 -5.00059  0.00
H -10.64490 3.20283 -6.59512  0.00
H -11.51889 3.99025 -5.23806  0.00
H -12.90534 0.56565 -5.33228  0.00
H -14.39537 2.34336 -6.14518  0.00
H -13.52889 1.56273 -7.49066  0.00
H -12.98648 3.14996 -6.88406  0.00

Properties
<S²>: 0.755
Spin multiplicity: 2
Lowest unoccupied orbital energy (alpha / beta) (eV): 0.1 / 0.0
HOMO (alpha / beta) (eV): -8.16 / -8.16
HOMO-LUMO gap (alpha / beta) (eV): 8.2 / 8.2

---

ORCA calculation (wB97M-V/def2-TZVPD) on a cluster of 9 separate species, C39H75NO21 in total.

Last column: Mulliken charge in e.
Atoms and positions in Å:
O -0.01542 1.98600 3.98033  -0.59
C -0.64351 2.56875 3.12950  0.78
C -1.78327 1.89921 2.45302  -0.97
C -2.40467 2.44955 1.40930  0.19
O -3.47103 1.81430 0.85689  -0.56
C -2.03138 3.73565 0.78257  0.58
O -2.60465 4.29116 -0.13229  -0.68
C -0.94767 4.37979 1.49630  -0.63
C -0.25914 3.90282 2.54455  0.48
O 0.72110 4.53394 3.19855  -0.54
H -2.11768 0.92039 2.76294  1.36
H -3.99437 2.41154 0.30479  0.41
H -0.70366 5.39751 1.21104  0.35
H 1.23430 3.81709 3.63730  0.14
O -1.72725 1.18416 -8.02322  -0.58
C -1.90103 2.02071 -7.17613  0.64
C -1.08076 3.25904 -7.11643  -0.89
C -1.09765 4.10989 -6.09205  0.42
O -0.29509 5.19842 -6.08035  -0.61
C -2.07534 4.02562 -4.96578  0.79
O -2.23996 4.89343 -4.15013  -0.61
C -2.89831 2.81202 -5.03702  -0.36
C -2.83012 1.89457 -5.99732  -0.10
O -3.38017 0.65534 -5.87868  -0.28
H -0.41188 3.39805 -7.95642  0.41
H -0.57586 5.76493 -5.34169  0.37
H -3.36687 2.58433 -4.08438  0.55
H -3.91573 0.50596 -6.67172  0.26
C 1.21264 2.22899 -3.26870  0.02
N 1.30222 3.15418 -2.16641  0.31
C 1.03515 4.53473 -2.58682  -1.09
C 1.44498 2.77789 -0.88576  0.37
O 1.67817 3.48635 0.07193  -0.60
H 2.10162 2.15307 -3.90142  0.42
H 0.41800 2.53987 -3.95456  -0.02
H 0.92000 1.22875 -2.93781  -0.56
H -0.01609 4.74001 -2.36495  0.27
H 1.56792 5.26837 -1.97676  0.30
H 1.32787 4.70490 -3.61652  0.48
H 1.32298 1.68712 -0.78412  0.15
C 3.13850 -4.90864 0.22087  -0.55
O 2.83894 -3.78544 -0.59706  -0.14
C 4.07880 -3.23221 -1.00709  -0.59
C 3.91410 -2.09481 -1.99404  -0.26
O 3.09292 -2.58919 -3.05511  -0.34
C 2.83344 -1.59152 -4.01179  -0.36
H 3.54634 -5.74578 -0.34392  0.36
H 2.27950 -5.09335 0.86729  -0.03
H 3.88007 -4.64966 0.99229  0.22
H 4.65910 -3.98939 -1.55092  0.39
H 4.61705 -2.90950 -0.11106  0.32
H 4.84899 -1.75086 -2.44244  0.58
H 3.36633 -1.26076 -1.53983  -0.02
H 2.28926 -1.99963 -4.86544  0.28
H 3.79163 -1.25357 -4.42246  0.36
H 2.19703 -0.79176 -3.62262  -0.14
C -6.19650 -1.46956 -5.19671  -0.60
O -5.73844 -2.72181 -4.71939  -0.35
C -4.31835 -2.86960 -4.71748  -0.36
C -3.61408 -2.07253 -3.62764  0.28
O -4.14335 -2.18916 -2.31613  -0.43
C -3.86244 -3.43363 -1.71937  -0.38
H -5.83030 -1.24714 -6.20646  0.22
H -5.86955 -0.60157 -4.61525  0.23
H -7.28176 -1.47678 -5.18038  0.31
H -3.97743 -2.60271 -5.72120  0.37
H -4.21135 -3.93129 -4.48059  0.28
H -3.91553 -1.03351 -3.80446  -0.19
H -2.52968 -2.08525 -3.76598  0.10
H -3.54979 -4.20940 -2.42947  0.33
H -4.79194 -3.89686 -1.36460  0.45
H -3.13968 -3.39201 -0.90594  -0.23
C 0.88295 -0.28694 1.53613  0.80
O 1.10430 -0.55364 0.17045  -0.22
C 0.22043 -1.50980 -0.36507  -0.55
C -1.01469 -0.88815 -1.04314  0.08
O -0.57969 0.10039 -1.98975  -0.22
C -1.60364 1.03262 -2.23857  1.13
H 1.40000 0.58302 1.93364  -0.80
H 1.23802 -1.14896 2.12648  -0.07
H -0.17412 -0.24910 1.82900  0.06
H -0.07425 -2.35620 0.26377  -0.19
H 0.78847 -1.98073 -1.17070  0.41
H -1.79410 -0.57828 -0.34510  0.37
H -1.39875 -1.69156 -1.68243  -0.11
H -1.21290 1.95726 -2.67438  -0.28
H -2.08410 1.37358 -1.32145  -0.09
H -2.36077 0.61981 -2.91571  -0.45
C -2.66468 -4.42490 1.41508  -0.97
O -1.81299 -3.32859 1.16764  -0.21
C -1.78957 -2.40218 2.24454  0.00
C -2.94336 -1.42483 2.20032  1.13
O -4.10564 -1.77934 2.91465  -0.55
C -5.12994 -0.85151 2.71115  -0.64
H -3.73131 -4.18880 1.35608  0.35
H -2.45302 -5.06287 2.27536  0.30
H -2.56309 -5.08917 0.54991  0.34
H -0.85904 -1.83756 2.18467  -0.35
H -1.78181 -3.00411 3.15904  0.80
H -3.18474 -1.35718 1.12499  -0.03
H -2.62836 -0.38286 2.32919  -1.44
H -5.61947 -1.05575 1.74596  0.25
H -4.88915 0.21616 2.68158  0.18
H -5.92912 -0.97616 3.44268  0.34
C 3.56680 2.88059 2.86533  -0.21
O 3.06501 3.30098 4.12747  -0.22
C 4.02405 4.08288 4.81807  -0.72
C 3.43104 4.70388 6.06038  -0.43
O 3.14822 3.71343 7.02835  -0.28
C 2.74189 4.31986 8.23582  -0.77
H 4.40174 2.19962 3.08482  0.45
H 3.76324 3.64651 2.11890  0.35
H 2.85144 2.14154 2.49511  -0.46
H 4.38886 4.90408 4.18808  0.38
H 4.90749 3.47281 5.03481  0.33
H 2.51574 5.28394 5.92077  0.35
H 4.23120 5.39242 6.37169  0.33
H 3.61077 4.79743 8.70349  0.30
H 2.25010 3.65985 8.94238  0.26
H 2.06895 5.16858 8.05788  0.30
C 5.50034 -4.56164 3.78253  -0.43
O 5.28050 -3.48986 4.67664  -0.38
C 3.94345 -3.11714 4.91423  -0.92
C 2.99232 -2.88051 3.76044  -0.07
O 2.45361 -4.12885 3.33231  -0.43
C 1.15070 -3.96102 2.75995  -1.34
H 6.50374 -4.94237 3.98266  0.33
H 5.39488 -4.25270 2.74226  0.05
H 4.88800 -5.45052 3.97130  0.24
H 4.13794 -2.13316 5.36340  0.32
H 3.43005 -3.68181 5.70158  0.33
H 3.51488 -2.31851 2.97495  0.21
H 2.16089 -2.23822 4.06550  0.47
H 1.14062 -3.10431 2.08997  0.77
H 0.46436 -4.06659 3.60440  0.48
H 0.92511 -4.85430 2.17134  0.51

Properties
Energy above the lowest of the compared OMol25 structures with the same formula, charge and spin (kcal per mole): 0.0
Lowest unoccupied orbital energy (eV): -1.8
HOMO (eV): -9.08
HOMO-LUMO gap (eV): 7.3

---

ORCA calculation (wB97M-V/def2-TZVPD) on a cluster of 13 separate species, C39H78O23 in total.

Last column: Mulliken charge in e.
Atoms and positions in Å:
C 5.10450 -28.71976 0.67023  -0.71
O 4.47736 -29.99676 0.84996  -0.29
C 3.13995 -30.08877 0.98705  0.78
O 2.34260 -29.15669 0.87697  -0.57
O 2.89877 -31.40968 1.09977  -0.30
C 1.52444 -31.93076 1.11740  -0.64
H 5.53435 -28.26515 1.56280  0.29
H 4.50908 -27.90400 0.26020  0.32
H 5.94952 -28.75821 -0.01722  0.28
H 1.07652 -31.55299 0.19829  0.31
H 0.94106 -31.39150 1.86371  0.29
H 1.50494 -33.01613 1.01895  0.25
C 8.85892 -25.47730 6.95944  -0.66
O 7.51340 -25.31975 7.52613  -0.31
C 7.37010 -24.84702 8.79561  0.78
O 8.23600 -24.35626 9.50224  -0.55
O 6.04786 -24.99778 9.11745  -0.31
C 5.15298 -26.01677 8.60514  -0.63
H 8.96028 -25.03114 5.97010  0.26
H 8.98036 -26.54495 6.77642  0.26
H 9.71437 -25.08368 7.50840  0.31
H 5.52489 -27.04131 8.59542  0.31
H 4.83278 -25.81890 7.58219  0.27
H 4.21359 -26.10430 9.15101  0.28
C 5.32315 -14.73840 17.95671  -0.70
O 5.03960 -15.90458 17.29480  -0.28
C 5.88372 -16.20283 16.33852  0.81
O 6.81248 -15.54602 15.84371  -0.56
O 5.36420 -17.29007 15.75530  -0.31
C 5.92439 -17.65048 14.48334  -0.62
H 6.18934 -14.89562 18.59943  0.31
H 4.50997 -14.55569 18.65918  0.26
H 5.28774 -13.81214 17.38321  0.30
H 5.60947 -18.67345 14.27727  0.22
H 7.01195 -17.61862 14.54888  0.30
H 5.54265 -16.99805 13.69804  0.28
C 17.47589 -25.42048 1.68051  -0.62
O 18.73599 -25.18926 1.09435  -0.30
C 19.35318 -26.11926 0.39072  0.80
O 19.12880 -27.31259 0.30345  -0.57
O 20.33642 -25.49602 -0.29083  -0.31
C 21.13869 -26.20808 -1.19379  -0.61
H 16.71365 -25.35813 0.90385  0.28
H 17.32460 -24.72033 2.50209  0.20
H 17.47741 -26.47973 1.93757  0.33
H 21.63246 -27.03862 -0.68932  0.27
H 21.88294 -25.69085 -1.79931  0.24
H 20.43872 -26.63916 -1.90955  0.28
C 4.05894 -20.02843 3.63666  -0.64
O 3.95117 -19.29545 4.82259  -0.29
C 2.94865 -18.51494 5.05347  0.84
O 2.03278 -18.24484 4.24680  -0.62
O 3.15327 -17.92255 6.19573  -0.31
C 2.36372 -16.83441 6.77368  -0.65
H 3.13599 -20.60203 3.55153  0.31
H 4.86813 -20.74440 3.78051  0.23
H 4.12829 -19.43656 2.72398  0.28
H 2.07362 -16.06275 6.06060  0.31
H 2.82815 -16.44950 7.68156  0.26
H 1.35498 -17.11814 7.07376  0.30
C -3.75609 -27.12614 11.26668  -1.07
C -3.46911 -27.90437 12.53515  0.78
O -2.75412 -27.44530 13.42468  -0.55
C -4.01458 -29.31832 12.61662  -1.04
H -4.72237 -27.09236 10.76342  0.34
H -3.07273 -27.44135 10.47816  0.29
H -3.42245 -26.09795 11.40668  0.33
H -5.07471 -29.36905 12.86488  0.30
H -3.60207 -29.85071 13.47365  0.32
H -3.95532 -29.85753 11.67119  0.31
C 5.26791 -24.64562 16.85741  -1.05
C 6.06399 -25.40457 17.85158  0.73
O 5.60411 -26.00521 18.78852  -0.53
C 7.64025 -25.20412 17.66811  -0.99
H 4.24910 -25.02121 16.76220  0.33
H 5.60028 -24.92750 15.85832  0.32
H 5.22452 -23.56013 16.94629  0.28
H 7.87374 -25.59102 16.67620  0.31
H 8.16634 -25.79951 18.41433  0.29
H 7.96828 -24.18090 17.85115  0.31
C 10.43924 -34.32282 7.61818  -0.98
C 10.00230 -35.72998 7.26244  0.75
O 10.19588 -36.20818 6.14173  -0.56
C 9.37097 -36.55663 8.30003  -0.96
H 10.06122 -34.06878 8.60847  0.29
H 10.19794 -33.48101 6.96915  0.32
H 11.51954 -34.25541 7.74659  0.26
H 8.31995 -36.76894 8.10415  0.28
H 9.32628 -36.01573 9.24530  0.30
H 9.76148 -37.57410 8.31895  0.31
C 8.70289 -22.15188 -2.30798  -0.94
C 9.53202 -21.13553 -1.53417  0.69
O 10.19440 -21.48342 -0.58642  -0.54
C 9.73155 -19.73842 -2.21045  -0.99
H 9.10275 -23.12885 -2.03639  0.31
H 8.86720 -21.89267 -3.35388  0.29
H 7.64682 -22.00607 -2.08094  0.27
H 10.40082 -19.97284 -3.03823  0.28
H 10.24529 -19.04252 -1.54719  0.30
H 8.76245 -19.32458 -2.48915  0.32
C -3.07285 -22.37172 5.08621  -0.99
C -3.90707 -21.35742 5.79373  0.75
O -3.79396 -21.13559 6.99348  -0.57
C -5.04317 -20.77630 4.97795  -1.04
H -2.83262 -21.94828 4.11097  0.33
H -3.60935 -23.31641 5.17455  0.28
H -2.20860 -22.64048 5.69362  0.31
H -5.41584 -19.89799 5.50503  0.31
H -5.90286 -21.44313 4.91179  0.27
H -4.72421 -20.36706 4.01938  0.34
C 2.77992 -31.57819 12.63661  -1.05
C 4.22416 -31.82830 12.35629  0.74
O 4.71861 -31.93328 11.23916  -0.57
C 5.03471 -31.76164 13.65153  -0.99
H 2.20396 -31.54717 11.71172  0.32
H 2.72610 -30.53741 12.95592  0.30
H 2.30357 -32.28933 13.31150  0.32
H 6.07745 -31.51749 13.44857  0.32
H 5.00219 -32.81256 13.93894  0.28
H 4.64932 -31.01544 14.34634  0.33
C 13.74508 -31.65143 0.34719  -1.05
C 13.27595 -30.22461 0.25141  0.71
O 12.70351 -29.64268 1.17158  -0.56
C 13.42411 -29.56419 -1.18139  -0.89
H 13.08184 -32.29073 -0.23547  0.28
H 13.71378 -31.94925 1.39525  0.32
H 14.73656 -31.85372 -0.05796  0.34
H 12.45543 -29.76130 -1.64065  0.26
H 14.26379 -30.08171 -1.64530  0.29
H 13.76798 -28.53187 -1.11670  0.30
C 20.18818 -23.46179 9.02969  -1.04
C 19.52547 -24.80925 9.04213  0.79
O 19.84928 -25.65189 8.19318  -0.56
C 18.42514 -25.01767 9.99852  -1.06
H 19.58916 -22.76013 9.61016  0.31
H 20.48904 -23.11127 8.04241  0.32
H 21.09925 -23.33840 9.61520  0.29
H 17.55014 -24.47063 9.64751  0.28
H 18.73577 -24.68065 10.98748  0.34
H 18.14037 -26.06560 10.09262  0.31

Properties
Energy above the lowest of the compared OMol25 structures with the same formula, charge and spin (kcal per mole): 83.7
Lowest unoccupied orbital energy (eV): 0.4
HOMO (eV): -9.55
HOMO-LUMO gap (eV): 9.9

---

Number 1: maximum force 7.6 eV/Å. Number 2: maximum force 2.8 eV/Å. Number 3: maximum force 5.1 eV/Å.